{"formula": "C27H18AuBrFN2O2Se", "method": "ωB97M-V/def2-TZVPD", "max_force_ev_per_a": 0.92, "charge": -1, "relative_energy_kcal_mol": 0.00, "e_homo_ev": -5.2618, "spin_multiplicity": 1, "total_energy_ha": -6510.76435, "homo_lumo_gap_ev": 7.858, "symbols": ["C", "C", "C", "Br", "H", "C", "C", "C", "C", "H", "C", "O", "H", "N", "C", "H", "C", "C", "H", "C", "N", "F", "H", "C", "O", "Au", "C", "C", "C", "H", "H", "C", "C", "H", "H", "C", "H", "C", "C", "Se", "H", "H", "C", "C", "C", "H", "H", "C", "H", "C", "C", "H", "H"], "coordinates": [[-1.082, -2.862, -0.690], [-1.552, 4.017, -4.568], [-0.388, 1.254, -2.243], [-1.925, 5.874, -4.605], [-0.868, 0.314, -4.698], [3.351, -1.124, -1.135], [1.954, 0.551, 4.572], [1.717, -2.303, 0.782], [-2.268, -3.064, 1.388], [-1.085, 2.577, 3.328], [-1.037, -0.952, 0.924], [-0.172, 0.056, -2.347], [2.050, 0.568, -0.937], [-0.056, 3.711, 0.997], [-0.370, 4.742, 0.555], [-0.665, 2.335, 5.762], [-1.719, 3.276, -5.726], [1.084, 1.151, 5.457], [2.806, -0.003, 4.946], [-1.063, 1.378, -4.658], [-1.478, 1.969, -5.779], [1.319, 1.033, 6.789], [-2.636, -5.868, -0.475], [-2.689, -4.337, 1.029], [-0.263, 2.003, -1.202], [0.226, 1.647, 0.788], [1.702, 0.668, 3.210], [-0.871, 2.044, -3.455], [-1.439, -2.322, 0.547], [-2.574, -2.639, 2.337], [1.086, -2.764, 1.531], [0.606, 1.386, 2.745], [-2.304, -4.878, -0.189], [-0.493, -2.265, -1.376], [3.102, -3.929, 0.740], [-1.120, 3.407, -3.404], [3.974, -0.668, -1.894], [2.246, -0.454, -0.641], [0.131, -0.359, 0.679], [-0.849, 6.329, -0.108], [-1.826, -0.362, 1.384], [-1.226, -4.533, -2.015], [-1.508, -4.130, -1.050], [2.851, -2.960, 0.327], [1.374, -1.054, 0.265], [-0.970, 3.967, -2.489], [-2.055, 3.756, -6.638], [-0.243, 1.989, 3.669], [2.373, 0.183, 2.512], [3.657, -2.394, -0.653], [-0.013, 1.870, 5.035], [-3.323, -4.904, 1.700], [4.524, -2.926, -1.025]], "forces_ev_per_a": [[0.0, 0.0, -0.1], [0.0, 0.0, 0.1], [-0.1, 0.1, -0.1], [0.0, 0.0, 0.0], [0.0, 0.0, 0.0], [0.1, -0.2, 0.2], [0.0, 0.0, 0.0], [0.0, 0.0, -0.1], [0.0, 0.0, 0.0], [0.0, 0.0, 0.0], [-0.1, 0.2, 0.0], [0.0, 0.1, 0.0], [-0.1, -0.1, -0.3], [0.2, 0.1, -0.1], [0.0, 0.2, 0.0], [0.0, 0.0, 0.0], [0.0, 0.0, 0.0], [0.0, 0.0, 0.0], [0.0, 0.0, 0.0], [0.0, 0.0, -0.1], [0.0, 0.0, 0.1], [0.0, 0.0, 0.0], [0.0, 0.0, 0.0], [0.0, 0.0, 0.0], [0.1, 0.1, -0.2], [-0.7, -0.2, 0.6], [0.0, 0.0, 0.0], [0.1, -0.2, 0.1], [0.0, 0.0, 0.0], [0.0, 0.0, 0.0], [0.0, 0.0, 0.0], [0.1, 0.0, -0.1], [0.0, 0.0, 0.0], [0.0, 0.0, 0.0], [0.0, 0.0, 0.0], [0.0, 0.1, 0.0], [0.0, 0.1, 0.1], [0.1, 0.2, 0.0], [0.6, -0.1, -0.1], [0.0, -0.1, 0.0], [0.0, 0.0, -0.1], [0.0, 0.0, 0.0], [0.0, 0.0, 0.0], [0.1, -0.1, 0.0], [-0.1, 0.0, 0.0], [0.0, 0.0, 0.0], [0.0, 0.0, 0.0], [0.0, 0.0, 0.0], [0.0, 0.0, 0.0], [-0.1, 0.1, 0.0], [0.0, 0.0, 0.0], [0.0, 0.0, 0.0], [0.0, 0.0, 0.0]]}